--- A ---
DFT (ωB97M-V with the def2-TZVPD basis set) results for a structure of composition C10H24FeO11P2Te.

Properties
2S+1	5
HOMO-LUMO gap (alpha / beta)	8.19 / 8.33	eV
HOMO energy (alpha / beta)	-8.1 / -8.3	eV

Last column: Mulliken spin population.
Atoms and positions in Å:
Fe (-0.33818, 0.09501, -0.72675)  3.702
C (2.62991, -0.91999, -0.28963)  0.006
C (1.76342, -1.78797, 0.60749)  -0.001
O (0.46079, -1.81877, 0.04028)  0.037
C (-0.51918, -2.50406, 0.82467)  0.001
C (-0.94399, -1.66224, 2.01322)  0.004
O (-1.33407, -0.43681, 1.45085)  0.020
C (-1.41298, 0.66385, 2.34891)  0.002
C (-0.00521, 1.10089, 2.78534)  0.002
O (0.82328, 0.90760, 1.66312)  -0.005
C (2.13783, 1.39302, 1.70647)  -0.007
C (2.58984, 1.44516, 0.24806)  0.016
O (2.05220, 0.36194, -0.52182)  0.032
H (3.62634, -0.81350, 0.14756)  0.000
H (2.72810, -1.39748, -1.26434)  -0.006
H (1.72670, -1.39205, 1.62304)  -0.002
H (2.17458, -2.80520, 0.63680)  0.000
H (-0.14331, -3.48402, 1.13501)  0.000
H (-1.36937, -2.63791, 0.15562)  -0.001
H (-0.12661, -1.52802, 2.73010)  -0.001
H (-1.78083, -2.13968, 2.53763)  0.001
H (-2.02203, 0.39876, 3.21963)  0.001
H (-1.90283, 1.45372, 1.78608)  0.003
H (0.37526, 0.51590, 3.63582)  0.000
H (-0.02523, 2.15485, 3.08343)  0.000
H (2.76996, 0.74108, 2.32883)  0.000
H (2.17430, 2.40393, 2.12941)  0.000
H (3.68183, 1.43791, 0.17213)  0.001
H (2.20205, 2.34088, -0.23105)  0.000
O (0.50209, 3.02859, -2.09061)  0.001
P (-1.03443, 2.72292, -1.65846)  0.004
O (-1.86822, 3.88656, -1.95378)  0.004
O (-0.95000, 2.02808, -0.30308)  0.059
O (-1.30872, 1.42526, -2.63800)  0.036
P (-2.68507, 0.50044, -2.41899)  -0.002
O (-2.70264, -0.25766, -3.83841)  0.001
O (-3.87991, 1.31434, -2.20365)  0.003
O (-2.19345, -0.52227, -1.40621)  0.066
H (0.49334, 3.83402, -2.62267)  0.001
H (-3.28347, 0.22505, -4.44172)  0.000
C (0.79892, -0.38967, -4.74290)  0.000
Te (0.19705, -1.63522, -3.12954)  0.017
C (1.98980, -2.79851, -3.16825)  0.000
H (1.84474, -0.12375, -4.60843)  0.000
H (0.18194, 0.50356, -4.70102)  0.000
H (0.64842, -0.90966, -5.68459)  0.001
H (1.96857, -3.41968, -4.05939)  0.003
H (2.00481, -3.43856, -2.28967)  0.000
H (2.87720, -2.17038, -3.18503)  0.000


--- B ---
DFT (ωB97M-V with the def2-TZVPD basis set) results for a structure of composition C10H24FeO11P2Te.

Properties
2S+1	5
HOMO-LUMO gap (alpha / beta)	7.54 / 7.54	eV
HOMO energy (alpha / beta)	-7.3 / -7.3	eV

Last column: Mulliken spin population.
Atoms and positions in Å:
Fe (-0.15248, 0.62472, -0.18435)  3.711
C (2.38454, 2.35410, -0.50054)  0.003
C (1.69589, 2.78502, -1.77307)  0.004
O (0.39721, 2.20947, -1.79975)  0.027
C (-0.06929, 1.68404, -3.03568)  -0.005
C (0.59861, 0.36184, -3.31176)  0.007
O (0.26592, -0.48397, -2.21545)  0.020
C (1.05237, -1.65604, -2.13755)  0.004
C (0.80397, -2.24487, -0.77109)  -0.001
O (1.14708, -1.31319, 0.25711)  0.029
C (2.55259, -1.15910, 0.48953)  0.001
C (2.84608, 0.30501, 0.67542)  0.000
O (2.38166, 0.93110, -0.51480)  0.016
H (1.82811, 2.71338, 0.37001)  0.002
H (3.40578, 2.75101, -0.46970)  0.001
H (2.26758, 2.47012, -2.65156)  -0.002
H (1.60889, 3.87566, -1.77924)  0.001
H (0.07929, 2.39526, -3.85290)  0.000
H (-1.13661, 1.52498, -2.88021)  -0.002
H (1.68903, 0.46700, -3.36459)  -0.001
H (0.24554, -0.06672, -4.25634)  0.001
H (2.10988, -1.40141, -2.27691)  -0.001
H (0.76486, -2.37142, -2.91682)  0.001
H (1.35473, -3.18000, -0.63554)  0.001
H (-0.26274, -2.43834, -0.64195)  0.001
H (3.10782, -1.55793, -0.36306)  -0.002
H (2.83657, -1.71386, 1.38826)  0.001
H (3.92154, 0.45923, 0.82439)  -0.001
H (2.30000, 0.69971, 1.53520)  0.003
O (-3.96299, -0.23926, 0.63763)  0.003
P (-3.12841, 1.06469, 0.20988)  0.011
O (-4.03513, 2.15958, -0.14643)  0.003
O (-2.03209, 0.61979, -0.77186)  0.081
O (-2.34192, 1.30561, 1.64825)  0.001
P (-0.96582, 2.15492, 1.71312)  -0.023
O (-1.13894, 3.07552, 2.99550)  0.002
O (-0.79370, 2.92097, 0.45652)  0.048
O (0.16357, 1.14253, 1.90345)  0.043
H (-4.88334, -0.06890, 0.41046)  0.000
H (-1.08763, 2.57074, 3.81439)  0.000
C (-1.08699, -3.91068, 1.96894)  0.002
Te (-1.20154, -1.78661, 2.05336)  0.010
C (-2.88182, -1.80928, 3.34490)  0.001
H (-1.03700, -4.29318, 2.98524)  0.000
H (-0.18170, -4.20128, 1.43958)  0.000
H (-1.95182, -4.32549, 1.45737)  0.000
H (-3.70789, -2.33393, 2.87121)  0.000
H (-3.17473, -0.77817, 3.52580)  0.000
H (-2.59452, -2.29242, 4.27563)  0.000


Of them, the most stable is B and the least stable is A.


--- A ---
DFT (ωB97M-V with the def2-TZVPD basis set) results for a cluster of 2 separate species, C3H4NO in total.

Properties
2S+1	3
HOMO-LUMO gap (alpha / beta)	6.67 / 6.63	eV
HOMO energy (alpha / beta)	-12.2 / -16.7	eV
total charge	+1

Last column: Mulliken spin population.
Atoms and positions in Å:
C (-0.08619, -0.90011, 0.53768)  0.855
C (2.49781, 0.26024, 0.02234)  0.135
C (-1.78278, 0.71094, -0.32533)  0.266
N (-1.04792, -0.15660, 0.20087)  0.427
O (3.57621, 0.05035, -0.20454)  -0.005
H (-0.03163, -1.95592, 0.66115)  0.085
H (0.99344, -0.38025, 0.37770)  0.101
H (-1.86268, 0.77913, -1.50085)  0.072
H (-2.25626, 1.59222, 0.23098)  0.063


--- B ---
DFT (ωB97M-V with the def2-TZVPD basis set) results for a cluster of 2 separate species, C3H4NO in total.

Properties
2S+1	3
HOMO-LUMO gap (alpha / beta)	8.04 / 6.21	eV
HOMO energy (alpha / beta)	-13.0 / -17.1	eV
total charge	+1

Last column: Mulliken spin population.
Atoms and positions in Å:
C (0.51821, 1.24301, -0.80313)  0.978
C (-0.13048, -0.90984, 0.37254)  0.076
C (2.67970, 3.05286, -0.59504)  0.069
N (0.23938, 0.29881, -0.17764)  0.681
O (3.31351, 3.24542, 0.27636)  0.009
H (0.16585, -0.73526, 1.34688)  0.104
H (0.59353, -1.76371, 0.10491)  0.003
H (-1.22539, -1.27467, 0.28269)  0.054
H (0.48165, 1.98662, -1.58447)  0.026


Of them, the most stable is A and the least stable is B.


--- A ---
DFT (ωB97M-V with the def2-TZVPD basis set) results for a structure of composition C27H28F4IN6O2Ta.

Properties
HOMO-LUMO gap	6.98	eV
HOMO energy	-14.3	eV
total charge	+2

Last column: Mulliken charge in e.
Atoms and positions in Å:
Ta (-0.49821, -0.42307, 0.13388)  0.645
C (-0.55873, -2.78575, -2.21136)  -1.134
N (-0.12391, -2.56311, -0.81285)  0.247
C (-0.74193, -3.63936, 0.01779)  -1.123
C (1.34391, -2.70689, -0.70264)  -1.285
C (1.78666, -2.29008, 0.70602)  -0.564
N (0.77875, -1.40670, 1.36107)  2.269
C (0.86845, -1.50834, 2.77552)  -0.762
C (-0.26615, -1.75386, 3.54377)  -0.460
F (-1.45170, -1.89989, 2.93671)  -0.230
C (-0.19917, -1.90477, 4.91956)  0.115
F (-1.32673, -2.13908, 5.58050)  -0.275
C (1.00462, -1.83733, 5.58645)  -0.496
C (2.14630, -1.62697, 4.83728)  0.395
F (3.33371, -1.55612, 5.42340)  -0.286
C (2.08073, -1.47233, 3.46502)  0.323
F (3.22097, -1.24598, 2.79093)  -0.438
H (-0.41262, -3.83372, -2.48110)  0.468
H (0.03432, -2.18020, -2.89099)  0.497
H (-1.61698, -2.54558, -2.30807)  0.159
H (-0.32801, -4.60084, -0.29359)  0.421
H (-1.81448, -3.65537, -0.14042)  0.494
H (-0.53255, -3.47869, 1.07064)  0.197
H (1.81089, -2.09426, -1.47140)  0.376
H (1.64115, -3.74358, -0.87788)  0.571
H (2.75347, -1.79035, 0.64475)  0.181
H (1.92013, -3.16354, 1.34691)  0.715
H (1.05617, -1.95949, 6.65955)  0.541
C (0.95426, 1.63462, 2.29142)  -1.380
N (-0.20624, 1.21698, 1.46202)  0.155
C (-1.16805, 2.14659, 1.40630)  -0.391
C (-2.02626, 2.14083, 0.32721)  0.292
C (-3.18380, 2.85864, -0.04164)  -1.070
C (-3.60496, 2.33714, -1.24685)  -0.996
C (-2.68715, 1.32584, -1.58723)  -0.244
N (-1.72682, 1.21243, -0.66314)  0.399
C (2.05980, 2.23957, 1.45715)  0.672
C (3.32550, 1.65786, 1.43960)  -0.254
C (4.34216, 2.20137, 0.65242)  -0.575
C (4.09466, 3.33040, -0.11249)  -0.732
C (2.83514, 3.92398, -0.08535)  -0.876
C (1.82717, 3.38131, 0.69219)  -0.082
H (1.34020, 0.79861, 2.86006)  -0.378
H (0.58757, 2.36812, 3.01272)  0.850
H (-1.21617, 2.90146, 2.18527)  0.657
H (-3.63824, 3.66026, 0.51941)  0.555
H (-4.44466, 2.65551, -1.84189)  0.524
H (-2.70097, 0.71306, -2.47831)  0.443
H (3.53120, 0.79790, 2.06346)  0.526
H (5.32768, 1.75362, 0.66521)  0.452
H (4.88642, 3.76820, -0.70682)  0.494
H (2.65386, 4.81962, -0.66465)  0.446
H (0.85439, 3.85883, 0.71155)  0.565
C (-4.70687, -1.98945, 0.15063)  -0.828
O (-3.37067, -1.95936, -0.45781)  -0.362
C (-2.49144, -1.21143, 0.12745)  0.720
O (-2.62794, -0.52973, 1.13964)  -0.501
H (-4.63144, -2.39186, 1.15732)  0.323
H (-5.29548, -2.63611, -0.48808)  0.319
H (-5.11105, -0.98073, 0.17298)  0.324
I (1.51704, 1.39462, -5.47412)  0.206
C (1.47598, 0.94322, -3.47071)  -1.445
C (2.43288, 1.24691, -2.50871)  0.205
N (1.99747, 0.79677, -1.33813)  0.608
N (0.80065, 0.17630, -1.46832)  -0.024
C (0.47513, 0.29329, -2.77219)  -0.286
H (3.37249, 1.76856, -2.58697)  0.595
H (2.45913, 0.86700, -0.42798)  -0.073
H (-0.46409, -0.08002, -3.14628)  0.602


--- B ---
DFT (ωB97M-V with the def2-TZVPD basis set) results for a structure of composition C27H28F4IN6O2Ta.

Properties
HOMO-LUMO gap	6.74	eV
HOMO energy	-14.2	eV
total charge	+2

Last column: Mulliken charge in e.
Atoms and positions in Å:
Ta (0.45424, -0.27149, -0.73362)  1.537
C (2.23640, -2.94545, -0.58973)  -1.375
N (2.17796, -1.62515, 0.12229)  -0.289
C (3.58975, -1.15869, 0.20309)  -1.181
C (1.74409, -1.89167, 1.52538)  -1.345
C (0.30360, -2.35239, 1.52995)  -1.187
N (-0.44691, -1.61908, 0.48618)  1.680
C (-1.76560, -2.08698, 0.29226)  -0.556
C (-2.42148, -1.59011, -0.82136)  0.610
F (-1.66098, -0.69830, -1.55612)  -0.403
C (-3.70656, -1.88880, -1.19935)  0.091
F (-4.21662, -1.33101, -2.28700)  -0.277
C (-4.43057, -2.76775, -0.41645)  -0.485
C (-3.81840, -3.28892, 0.70573)  0.097
F (-4.48085, -4.12536, 1.48457)  -0.275
C (-2.51359, -2.96585, 1.07683)  0.138
F (-2.03823, -3.50635, 2.19777)  -0.308
H (2.89335, -3.60903, -0.02519)  0.416
H (2.63924, -2.80064, -1.58676)  0.429
H (1.25008, -3.38412, -0.69122)  0.422
H (4.16730, -1.89699, 0.76220)  0.502
H (3.65432, -0.20667, 0.71941)  0.263
H (4.01535, -1.08310, -0.78999)  0.428
H (1.87994, -0.98210, 2.10488)  0.369
H (2.39476, -2.65630, 1.95462)  0.589
H (-0.14289, -2.18834, 2.51023)  0.552
H (0.24009, -3.42053, 1.32024)  0.718
H (-5.44559, -3.04012, -0.67095)  0.562
C (-2.04495, 1.97069, -0.50491)  -1.723
N (-0.66234, 1.56693, -0.88083)  0.062
C (0.08822, 2.49982, -1.42553)  0.144
C (1.38748, 2.21900, -1.84985)  -0.354
C (2.32802, 2.99766, -2.52003)  -0.647
C (3.40231, 2.15939, -2.82478)  -1.268
C (3.08130, 0.90384, -2.33513)  -0.706
N (1.87580, 0.90791, -1.71460)  1.345
C (-2.22361, 2.05685, 0.98798)  0.915
C (-2.53623, 0.92629, 1.74253)  -0.459
C (-2.64884, 1.00568, 3.12492)  -0.240
C (-2.46021, 2.22509, 3.76678)  -0.742
C (-2.18499, 3.36113, 3.01893)  -0.785
C (-2.07463, 3.27710, 1.63622)  -0.393
H (-2.76927, 1.30184, -0.96710)  0.298
H (-2.20647, 2.95627, -0.94237)  0.803
H (-0.31470, 3.49752, -1.57790)  0.680
H (2.21444, 4.03675, -2.78636)  0.595
H (4.29740, 2.41904, -3.36407)  0.525
H (3.65429, -0.00261, -2.43710)  0.500
H (-2.73512, -0.01842, 1.25088)  0.299
H (-2.91472, 0.12664, 3.69823)  0.504
H (-2.56222, 2.29386, 4.84150)  0.455
H (-2.07047, 4.31880, 3.50856)  0.437
H (-1.86452, 4.17302, 1.06348)  0.454
C (-0.14665, -0.96222, -4.86592)  -0.779
O (0.25153, -0.50269, -3.54478)  -0.122
C (0.49357, -1.45513, -2.62554)  0.078
O (0.47257, -2.63217, -2.86286)  -0.568
H (-0.25515, -0.06592, -5.46573)  0.269
H (-1.08682, -1.50553, -4.79891)  0.305
H (0.62389, -1.61356, -5.26954)  0.318
I (3.80129, 3.70497, 3.07436)  0.188
C (2.36683, 2.40955, 2.36631)  -1.404
C (1.20533, 1.99751, 2.99539)  0.035
N (0.57793, 1.15675, 2.16678)  0.108
N (1.25454, 1.00476, 1.00835)  0.390
C (2.34852, 1.76676, 1.13103)  -0.284
H (0.78511, 2.25604, 3.95301)  0.597
H (-0.36374, 0.78977, 2.27214)  -0.176
H (3.06311, 1.85233, 0.32855)  0.621


Of them, the most stable is A and the least stable is B.


--- A ---
DFT (ωB97M-V with the def2-TZVPD basis set) results for a cluster of 2 separate species, CH4ClN2P in total.

Properties
HOMO-LUMO gap	7.56	eV
HOMO energy	-9.1	eV

Last column: Mulliken charge in e.
Atoms and positions in Å:
C (0.72084, -0.39513, 0.05686)  -0.406
N (-0.12652, -0.57360, -1.00305)  -0.068
N (-1.02159, 0.16906, -1.31551)  -0.047
P (-1.87271, 1.62863, -1.21510)  0.272
Cl (-1.23274, 2.69309, 1.40358)  -0.571
H (1.83999, -0.59872, -0.26773)  0.223
H (0.64483, -1.05345, 0.93210)  0.233
H (0.48758, 0.66146, 0.41748)  0.228
H (-2.69581, 0.95396, -0.39842)  0.137


--- B ---
DFT (ωB97M-V with the def2-TZVPD basis set) results for a cluster of 2 separate species, CH4ClN2P in total.

Properties
HOMO-LUMO gap (alpha / beta)	7.82 / 7.26	eV
HOMO energy (alpha / beta)	-7.9 / -7.4	eV

Last column: Mulliken charge in e.
Atoms and positions in Å:
C (1.46211, -0.87949, -0.87070)  -0.594
N (0.60082, -0.00010, -0.08595)  0.104
N (-0.45765, -0.30614, 0.30814)  -0.380
P (-1.54910, 1.67022, 1.24240)  0.148
Cl (-2.84399, 0.58741, 2.18884)  -0.155
H (2.41704, -0.50346, -0.44127)  0.236
H (1.31975, -0.43327, -1.77453)  0.250
H (1.18080, -1.95010, -0.58840)  0.341
H (-2.12978, 1.81492, 0.02148)  0.050


Of them, the most stable is B and the least stable is A.